Molecular formula: C6H16S4
Method: DFT, ωB97M-V/def2-TZVPD

XYZ file:
```
26
C6H16S4 | OMol25 | ωB97M-V/def2-TZVPD
C -1.09 0.45 -2.33
C -0.71 0.89 -3.73
S -2.06 0.47 -4.93
S -3.49 1.87 -4.58
C -2.95 3.16 -5.67
H -1.38 -0.61 -2.39
H -1.99 1.05 -2.08
H -0.36 0.57 -1.51
H -0.44 1.97 -3.69
H 0.15 0.35 -4.17
H -1.86 3.29 -5.54
H -3.45 4.11 -5.40
H -3.15 2.95 -6.74
C 2.30 0.09 3.43
C 1.62 -1.08 2.66
S 0.16 -1.72 3.52
S 0.57 -1.92 5.52
C 1.62 -3.35 5.63
H 1.57 0.81 3.85
H 3.02 0.64 2.81
H 2.84 -0.38 4.27
H 1.25 -0.71 1.69
H 2.32 -1.91 2.46
H 1.08 -4.18 6.12
H 2.54 -3.15 6.20
H 1.90 -3.67 4.61
```

As for the strongest force on any atom: 1.309 eV/Å. Its energy relative to the best compared isomer or geometry (same formula, charge and spin) is 0.000 eV. The SMILES is CCSSC.CCSSC. As for the HOMO energy: -8.59 eV. The calculation puts the total energy at -49822.4634 eV. The net charge is 0. The calculation puts the orbital gap at 0.340 hartree.

=====

Molecular formula: C6H17AlO4P
Method: DFT, ωB97M-V/def2-TZVPD

XYZ file:
```
29
C6H17AlO4P | OMol25 | ωB97M-V/def2-TZVPD
O 0.56 0.96 -2.70
P 1.88 0.40 -2.25
Al 2.74 1.42 -0.28
O 3.54 3.01 -0.65
H 2.82 0.38 -3.32
H 1.65 -0.98 -2.00
H 3.87 0.47 0.40
H 1.51 1.58 0.69
H 3.00 3.66 -0.18
C -1.74 2.87 2.50
C -0.56 2.30 3.26
O 0.26 1.62 2.71
C -0.47 2.63 4.74
H -1.67 2.56 1.46
H -2.67 2.51 2.92
H -1.72 3.96 2.54
H -1.36 2.26 5.26
H -0.41 3.71 4.88
H 0.41 2.17 5.16
C -1.68 -4.37 -1.50
C -0.58 -3.96 -2.44
O 0.55 -4.36 -2.30
C -0.96 -3.02 -3.56
H -1.28 -5.04 -0.75
H -2.10 -3.49 -1.01
H -2.47 -4.89 -2.05
H -1.35 -2.09 -3.15
H -1.71 -3.49 -4.20
H -0.08 -2.80 -4.16
```

As for the strongest force on any atom: 1.326 eV/Å. As for the HOMO energy: -4.19 eV. The calculation puts the total energy at -30575.6167 eV. The net charge is -1. The calculation puts the orbital gap at 0.260 hartree.

=====

Molecular formula: C6H17ClOSb
Method: DFT, ωB97M-V/def2-TZVPD

XYZ file:
```
26
C6H17ClOSb | OMol25 | ωB97M-V/def2-TZVPD
C 4.07 0.25 0.74
C 2.67 -0.28 0.28
C 2.02 0.78 -0.66
Cl 2.41 0.45 -2.40
Sb -0.19 0.84 -0.25
C -2.39 0.99 -0.01
C -3.18 -0.35 0.25
C -2.69 -1.61 -0.52
O -2.07 -2.56 0.35
H 4.00 0.95 1.57
H 4.57 0.68 -0.14
H 4.66 -0.62 1.07
H 2.00 -0.35 1.15
H 2.75 -1.25 -0.19
H 2.39 1.78 -0.42
H 0.12 1.50 1.36
H -0.19 2.52 -0.84
H -0.45 0.21 -1.89
H -0.12 -0.77 0.45
H -2.56 1.62 0.88
H -2.85 1.51 -0.86
H -4.21 -0.17 -0.09
H -3.26 -0.52 1.33
H -2.09 -1.39 -1.40
H -3.60 -2.12 -0.88
H -1.81 -2.07 1.12
```

As for the strongest force on any atom: 1.806 eV/Å. Its energy relative to the best compared isomer or geometry (same formula, charge and spin) is 0.632 eV. As for the HOMO energy: -3.76 eV. The calculation puts the total energy at -27601.2187 eV. The net charge is -1. The calculation puts the orbital gap at 0.270 hartree.